Record 1
42
Properties=species:S:1:pos:R:3 method="wB97M-V/def2-TZVPD" e_tot_ev=-40958.3764 smiles="O=C(Nc1cccc(N2C(=O)[C@@H]3[C@H](C2=O)[C@H]2C=C[C@@H]3C2)c1)c1cccs1" gap_ev=9.045 homo_energy_ev=-8.61
O -4.26 -2.31 1.68
C -3.72 -1.40 1.08
N -2.37 -1.21 1.19
C -1.59 -0.10 0.87
C -2.09 1.20 0.97
C -1.28 2.28 0.66
C 0.03 2.09 0.27
C 0.54 0.80 0.21
N 1.89 0.58 -0.17
C 2.94 1.35 0.32
O 2.83 2.26 1.10
C 4.22 0.82 -0.29
C 3.79 -0.35 -1.18
C 2.29 -0.42 -1.04
O 1.55 -1.20 -1.58
C 4.49 -1.57 -0.52
C 5.96 -1.35 -0.74
C 6.34 -0.34 0.03
C 5.12 0.13 0.78
C 4.38 -1.20 0.96
C -0.26 -0.29 0.51
C -4.47 -0.53 0.16
C -5.79 -0.19 0.28
C -6.27 0.55 -0.81
C -5.33 0.74 -1.77
S -3.82 0.04 -1.35
H -1.89 -1.98 1.64
H -3.11 1.36 1.29
H -1.67 3.28 0.73
H 0.66 2.93 0.03
H 4.76 1.62 -0.79
H 4.07 -0.26 -2.23
H 4.08 -2.53 -0.84
H 6.55 -1.90 -1.46
H 7.30 0.13 0.10
H 5.29 0.74 1.67
H 4.92 -1.89 1.61
H 3.36 -1.10 1.33
H 0.14 -1.29 0.46
H -6.37 -0.47 1.14
H -7.28 0.92 -0.88
H -5.43 1.25 -2.70

=====

Record 2
41
Properties=species:S:1:pos:R:3 method="wB97M-V/def2-TZVPD" e_tot_ev=-29564.4711 charge=-1 gap_ev=6.419 homo_energy_ev=-4.27
C -1.21 1.10 0.08
C -0.19 2.01 -0.12
C 1.15 1.62 -0.35
N 2.27 1.43 -0.59
C -0.36 3.43 0.04
N -0.44 4.59 0.16
C -2.61 1.47 -0.13
C -3.01 2.56 -0.95
C -4.35 2.85 -1.16
C -5.35 2.03 -0.61
C -4.98 0.92 0.17
C -3.64 0.65 0.41
H -1.04 0.15 0.59
H -2.24 3.17 -1.43
H -4.63 3.72 -1.76
H -6.40 2.26 -0.79
H -5.75 0.26 0.58
H -3.33 -0.20 1.03
C 4.03 -0.34 2.86
C 4.25 0.14 1.57
C 3.72 -0.53 0.48
C 2.85 -1.62 0.66
C 2.17 -2.25 -0.53
C 0.63 -2.10 -0.56
C 0.03 -2.80 -1.78
O -0.15 -1.76 -2.75
C -0.19 -0.55 -2.06
O -0.46 0.48 -2.65
N 0.13 -0.76 -0.74
C 2.65 -2.12 1.95
C 3.25 -1.49 3.05
H 4.46 0.18 3.72
H 4.84 1.05 1.40
H 3.93 -0.21 -0.55
H 2.56 -1.79 -1.46
H 2.38 -3.33 -0.55
H 0.21 -2.55 0.35
H 0.64 -3.60 -2.22
H -0.95 -3.21 -1.49
H 2.02 -3.00 2.08
H 3.10 -1.90 4.05

=====

Record 3
43
Properties=species:S:1:pos:R:3 method="wB97M-V/def2-TZVPD" e_tot_ev=-33652.8795 charge=+1 gap_ev=6.602 homo_energy_ev=-11.71
N 0.69 2.76 0.12
C -0.18 3.70 -0.42
C 0.23 4.98 -0.75
C -0.70 5.88 -1.27
N -1.98 5.59 -1.46
N -2.35 4.36 -1.13
C -3.77 4.04 -1.33
C -4.56 4.16 -0.03
O -5.26 3.29 0.34
O -4.46 5.38 0.56
C -1.54 3.43 -0.64
H 1.26 2.29 -0.59
H 0.20 2.05 0.64
H 1.26 5.30 -0.63
H -0.41 6.88 -1.52
H -3.86 3.04 -1.72
H -4.15 4.75 -2.07
H -3.75 5.39 1.22
H -1.96 2.47 -0.40
C 4.29 -4.54 -1.68
C 3.86 -3.44 -2.41
C 2.82 -2.65 -1.95
C 2.19 -2.97 -0.76
C 2.61 -4.09 -0.03
C 3.66 -4.87 -0.49
C 1.93 -4.48 1.24
O 2.29 -5.44 1.88
C 0.77 -3.65 1.70
C 0.09 -4.02 2.85
C -0.98 -3.26 3.29
C -1.37 -2.13 2.59
C -0.69 -1.75 1.44
C 0.38 -2.51 0.99
C 1.08 -2.11 -0.27
O 0.76 -1.10 -0.87
H 5.11 -5.15 -2.04
H 4.35 -3.19 -3.35
H 2.49 -1.79 -2.51
H 3.98 -5.72 0.09
H 0.40 -4.90 3.39
H -1.51 -3.55 4.18
H -2.21 -1.54 2.94
H -1.00 -0.88 0.88

=====

Record 4
52
Properties=species:S:1:pos:R:3 method="wB97M-V/def2-TZVPD" spin_multiplicity=5 e_tot_ev=-96265.2383 gap_ev="5.821 / 7.778" homo_energy_ev="-6.77 / -9.13"
Cr 0.68 0.05 0.40
O 3.54 3.08 0.31
C 2.24 2.55 0.26
O 2.25 1.22 0.51
C 1.45 3.36 1.31
O 0.25 2.75 1.69
C -0.93 3.13 1.02
C -1.22 2.33 -0.25
O -2.05 2.73 -1.04
O -0.58 1.20 -0.38
H 4.13 2.38 0.01
H 1.31 4.38 0.95
H 2.09 3.38 2.19
H -0.94 4.19 0.78
H -1.75 2.93 1.72
O -2.80 -3.91 -5.16
C -2.87 -4.42 -3.91
O -3.32 -5.52 -3.76
C -2.35 -3.58 -2.80
C -2.17 -4.20 -1.56
C -1.67 -3.50 -0.48
C -1.33 -2.14 -0.60
C -1.55 -1.51 -1.84
C -2.05 -2.23 -2.91
N -0.78 -1.42 0.46
C -1.15 -1.69 1.72
C -0.50 -1.02 2.76
C -0.78 -1.18 4.13
C -0.03 -0.51 5.06
C 1.01 0.35 4.64
C 1.22 0.51 3.29
N 0.49 -0.15 2.37
H -2.39 -3.04 -5.16
H -2.42 -5.25 -1.47
H -1.50 -4.01 0.46
H -1.39 -0.45 -1.91
H -2.24 -1.68 -3.83
H -1.98 -2.36 1.93
H -1.57 -1.86 4.43
H -0.23 -0.63 6.11
H 1.62 0.89 5.34
H 1.99 1.16 2.91
Cl 2.30 -1.85 0.44
C 2.35 -1.92 -1.34
Cl 1.67 -0.41 -1.98
H 1.75 -2.75 -1.67
H 3.39 -2.00 -1.65
N 2.30 6.00 -4.45
C 1.89 5.37 -3.57
N 1.37 4.70 -2.56
C 1.58 3.76 -1.82
N 1.70 2.81 -1.11

=====

Record 5
46
Properties=species:S:1:pos:R:3 method="wB97M-V/def2-TZVPD" e_tot_ev=-58723.2006 smiles="CCCn1c(=O)c(C(=O)NNC(=O)c2ccc(Cl)cc2Cl)c(O)c2ccccc21" gap_ev=8.701 homo_energy_ev=-8.86
C 3.83 1.25 0.55
C 4.59 0.28 -0.35
C 3.85 -1.05 -0.52
N 2.56 -0.89 -1.16
C 1.45 -0.94 -0.33
O 1.61 -1.20 0.86
C 0.16 -0.69 -0.93
C -1.06 -0.65 -0.11
O -2.18 -0.40 -0.60
N -0.93 -0.93 1.20
N -2.01 -0.72 2.04
C -2.31 0.55 2.46
O -1.54 1.47 2.38
C -3.68 0.64 3.06
C -4.79 0.32 2.27
C -6.07 0.45 2.76
C -6.26 0.92 4.06
Cl -7.85 1.08 4.69
C -5.17 1.25 4.86
C -3.89 1.12 4.35
Cl -2.55 1.52 5.35
C 0.04 -0.42 -2.29
O -1.11 -0.17 -2.87
C 1.22 -0.43 -3.11
C 1.12 -0.20 -4.49
C 2.24 -0.21 -5.28
C 3.48 -0.45 -4.70
C 3.60 -0.68 -3.35
C 2.48 -0.67 -2.51
H 3.62 0.79 1.52
H 4.41 2.15 0.71
H 2.88 1.53 0.10
H 4.76 0.75 -1.32
H 5.57 0.07 0.09
H 4.45 -1.77 -1.08
H 3.65 -1.47 0.47
H 0.01 -1.02 1.58
H -2.76 -1.40 1.99
H -4.63 -0.02 1.26
H -6.92 0.21 2.15
H -5.32 1.61 5.87
H -1.81 -0.19 -2.15
H 0.14 -0.02 -4.90
H 2.17 -0.03 -6.34
H 4.37 -0.47 -5.32
H 4.59 -0.86 -2.94

=====

Record 6
44
Properties=species:S:1:pos:R:3 method="wB97M-V/def2-TZVPD" e_tot_ev=-45819.5655 smiles="CC(C)Oc1ccc2c(c1)C(Cl)=C(C(=O)O)[C@H](c1ccc3c(c1)OCO3)O2" gap_ev=8.331 homo_energy_ev=-7.92
C -3.07 1.89 -0.74
C -2.98 3.12 0.05
C -4.07 4.19 -0.14
O -2.88 2.93 1.45
C -1.85 2.22 1.82
C -2.07 1.07 2.53
C -0.98 0.33 2.94
C 0.30 0.78 2.58
C 0.54 1.99 1.92
C -0.56 2.71 1.51
C 2.01 2.32 1.70
Cl 2.72 3.91 1.77
C 2.96 1.33 1.57
C 4.38 1.64 1.49
O 4.96 1.98 2.55
O 4.93 1.62 0.21
C 2.46 -0.02 1.99
C 2.39 -1.10 0.93
C 1.28 -2.03 1.00
C 1.08 -3.02 0.07
C 2.11 -3.16 -0.90
C 3.25 -2.32 -0.98
C 3.36 -1.29 -0.07
O 3.97 -2.54 -2.06
C 3.34 -3.73 -2.64
O 2.15 -4.07 -1.90
O 1.33 0.03 2.93
H -2.28 1.15 -0.52
H -4.10 1.46 -0.74
H -2.90 2.05 -1.87
H -2.09 3.53 -0.39
H -5.03 3.67 -0.26
H -3.99 4.74 -1.03
H -3.96 4.92 0.66
H -3.17 0.84 2.89
H -1.02 -0.53 3.62
H -0.40 3.68 0.95
H 5.87 1.73 0.24
H 3.24 -0.36 2.67
H 0.60 -1.97 1.88
H 0.15 -3.48 0.14
H 4.32 -0.72 -0.35
H 3.05 -3.66 -3.66
H 3.96 -4.55 -2.50